This record from the Open Molecules 2025 dataset describes a single C8H9NO3 molecule at a distorted geometry. The level of theory is ωB97M-V with the def2-TZVPD basis set.

Last columns: bonded neighbours and bond lengths (Å).
Geometry (Å):
1 C -1.67 1.23 1.29  C2 1.364, C3 1.367, H13 1.054
2 C -0.52 1.56 0.65  C1 1.364, C4 1.375, H14 1.012
3 C -2.63 0.49 0.66  C1 1.367, C5 1.354, H15 1.070
4 C -0.15 1.05 -0.58  C2 1.375, C6 1.464, C7 1.454
5 C -2.34 -0.04 -0.55  C3 1.354, C7 1.398, H17 1.062
6 C 1.23 1.17 -1.05  C4 1.464, O12 1.370, H18 1.198, H19 1.137
7 C -1.15 0.21 -1.22  C4 1.454, C5 1.398, H20 1.058
8 C 1.53 -0.73 0.12  N9 1.367, O12 1.351, H21 1.041
9 N 1.90 -2.04 0.14  C8 1.367, O10 1.352, O11 1.262
10 O 1.84 -2.61 1.36  N9 1.352, H16 0.940
11 O 2.27 -2.78 -0.82  N9 1.262
12 O 1.77 -0.09 -1.05  C6 1.370, C8 1.351
13 H -1.88 1.63 2.24  C1 1.054
14 H 0.19 2.13 1.10  C2 1.012
15 H -3.52 0.19 1.19  C3 1.070
16 H 2.26 -3.41 1.13  O10 0.940
17 H -2.98 -0.73 -1.05  C5 1.062
18 H 1.44 1.67 -2.12  C6 1.198
19 H 1.94 1.71 -0.35  C6 1.137
20 H -1.05 -0.33 -2.13  C7 1.058
21 H 1.54 -0.26 1.05  C8 1.041

## Properties
HOMO-LUMO gap in hartree: 0.3305
Total charge: 0
Spin multiplicity: 1

***

This record from the Open Molecules 2025 dataset describes a single C3H5N3O molecule at a distorted geometry. The level of theory is ωB97M-V with the def2-TZVPD basis set.

Last columns: bonded neighbours and bond lengths (Å).
Geometry (Å):
1 C -1.59 -0.09 -0.03  C3 1.443, N4 1.146
2 C 0.60 -0.51 -0.01  C3 1.628, N5 1.375, O7 1.197
3 C -0.48 0.52 0.65  C1 1.443, C2 1.628, N6 1.435, H8 1.061
4 N -2.36 -0.75 -0.57  C1 1.146
5 N 0.48 -1.80 0.44  C2 1.375, H9 1.049, H10 1.029
6 N -0.32 1.88 0.22  C3 1.435, H11 0.984, H12 1.062
7 O 1.32 0.04 -0.80  C2 1.197
8 H -0.57 0.44 1.70  C3 1.061
9 H -0.39 -1.87 1.02  N5 1.049
10 H 0.94 -2.67 0.13  N5 1.029
11 H 0.35 2.44 0.67  N6 0.984
12 H 0.09 1.69 -0.74  N6 1.062

## Properties
HOMO-LUMO gap in hartree: 0.3926
Total charge: 0
Spin multiplicity: 1

***

This record from the Open Molecules 2025 dataset describes 2 unconnected molecules or ions with the total composition C4H11NO at a distorted geometry. The level of theory is ωB97M-V with the def2-TZVPD basis set.

Last columns: bonded neighbours and bond lengths (Å).
Geometry (Å):
1 C -0.09 -1.42 -1.19  C2 1.520, H5 1.087, H6 1.108, H9 1.068
2 C -0.83 -1.59 0.12  C1 1.520, O3 1.210, N4 1.413
3 O -1.98 -1.88 0.36  C2 1.210
4 N 0.05 -1.52 1.22  C2 1.413, H7 1.039, H8 1.004
5 H -0.09 -0.36 -1.45  C1 1.087
6 H -0.78 -1.91 -1.91  C1 1.108
7 H -0.48 -1.68 2.10  N4 1.039
8 H 0.90 -1.04 0.97  N4 1.004
9 H 0.87 -1.88 -1.18  C1 1.068
10 C 1.54 2.81 0.46  C11 1.547, H12 1.145, H13 1.048, H14 1.117
11 C 0.73 2.79 -0.86  C10 1.547, H15 1.172, H16 1.059, H17 1.104
12 H 0.85 3.03 1.35  C10 1.145
13 H 2.25 2.07 0.69  C10 1.048
14 H 2.28 3.64 0.43  C10 1.117
15 H -0.38 2.66 -0.52  C11 1.172
16 H 1.00 2.04 -1.55  C11 1.059
17 H 0.68 3.78 -1.35  C11 1.104

## Properties
HOMO-LUMO gap in hartree: 0.3921
Total charge: 0
Spin multiplicity: 1

***

Listing HOMO for the structures above in their given order: -8.22 -10.07 -9.88 eV.
Listing electronic energy for the structures above in their given order: -16069.2715 -9709.0392 -7863.5240 eV.
Listing molecular weight for the structures above in their given order: 167.16 99.09 89.14 g/mol.